1.
Below is a 5-piece molecular cluster, C21H41FN6Si overall, with properties calculated with ωB97M-V/def2-TZVPD.

CARTESIAN COORDINATES (ANGSTROEM)
H -1.99 2.81 0.20
N -1.57 2.15 -0.46
C -2.32 1.14 -0.64
C -3.68 0.88 -0.03
Si -3.71 0.94 1.85
C -3.41 -0.76 2.61
N -3.52 -0.75 4.09
C -5.37 1.57 2.51
C -5.95 2.79 1.80
F -6.31 0.51 2.45
H -1.96 0.37 -1.31
H -4.42 1.57 -0.45
H -4.00 -0.12 -0.34
H -2.68 1.88 2.36
H -4.13 -1.47 2.22
H -2.41 -1.12 2.35
H -3.11 0.10 4.47
H -4.50 -0.73 4.34
H -5.26 1.80 3.58
H -6.87 2.50 1.30
H -5.28 3.19 1.03
H -6.18 3.60 2.49
C 2.63 2.20 -0.08
C 2.51 0.85 0.61
C 1.06 0.51 0.97
C 0.49 1.46 1.92
N 0.04 2.24 2.63
H 2.29 3.00 0.57
H 3.67 2.40 -0.35
H 2.03 2.23 -0.99
H 3.12 0.84 1.52
H 2.90 0.06 -0.03
H 0.99 -0.49 1.40
H 0.43 0.53 0.08
C 0.00 -1.77 -4.98
C -0.40 -2.93 -4.07
C -1.92 -3.14 -4.02
C -2.60 -1.99 -3.41
N -3.13 -1.11 -2.91
H -0.40 -0.83 -4.62
H 1.09 -1.68 -5.02
H -0.36 -1.93 -6.00
H -0.02 -2.76 -3.07
H 0.06 -3.85 -4.42
H -2.17 -4.02 -3.43
H -2.32 -3.29 -5.02
C 3.79 5.51 1.65
C 5.25 5.86 1.89
C 6.20 5.04 1.00
C 6.10 3.61 1.28
N 6.02 2.48 1.49
H 3.61 4.46 1.91
H 3.13 6.12 2.26
H 3.52 5.65 0.61
H 5.51 5.70 2.94
H 5.43 6.92 1.68
H 7.24 5.35 1.14
H 5.95 5.20 -0.05
C 1.67 -5.60 0.39
C 0.69 -6.14 -0.64
C 1.38 -6.55 -1.95
C 2.00 -5.41 -2.62
N 2.48 -4.51 -3.15
H 2.16 -4.70 0.04
H 1.15 -5.35 1.32
H 2.44 -6.34 0.63
H -0.07 -5.39 -0.86
H 0.17 -7.01 -0.25
H 0.66 -7.00 -2.64
H 2.15 -7.29 -1.75

Output
HOMO level (hartree): -0.3201
LUMO energy (eV): 0.3008
SMILES string: [H]/N=C\C[Si@H](CN)[C@@H](C)F.CCCC#N.CCCC#N.CCCC#N.CCCC#N
Energy (eV): -41976.5999
Orbital gap (Eh): 0.33118

Löwdin analysis output, partial charges in e: 0.04, 0.08, -0.33, -0.25, 0.70, -0.36, -0.05, -0.44, -0.09, -0.10, 0.06, 0.08, 0.06, 0.00, 0.08, 0.06, 0.05, 0.05, 0.10, 0.08, 0.06, 0.07, -0.11, -0.25, -0.20, -0.25, 0.15, 0.06, 0.06, 0.08, 0.11, 0.11, 0.11, 0.09, -0.10, -0.28, -0.19, -0.21, 0.17, 0.07, 0.07, 0.08, 0.10, 0.09, 0.11, 0.12, -0.11, -0.26, -0.19, -0.24, 0.15, 0.06, 0.08, 0.08, 0.11, 0.11, 0.12, 0.12, -0.11, -0.26, -0.19, -0.24, 0.16, 0.07, 0.07, 0.08, 0.11, 0.11, 0.12, 0.12


2.
Below is a 2-piece molecular cluster, CH2ClFP2 overall in a non-equilibrium geometry, with properties calculated with ωB97M-V/def2-TZVPD.

CARTESIAN COORDINATES (ANGSTROEM)
C 0.63 -0.60 0.13
F 1.10 1.04 1.95
P -0.48 0.77 -0.45
P 1.55 1.00 0.38
Cl 0.84 -1.90 -0.93
H 0.16 -0.88 1.67
H 0.15 0.72 -1.59

Output
Energy relative to the best compared isomer or geometry (same formula, charge and spin) (kJ/mol): 232.9
HOMO level (hartree): -0.3507
LUMO energy (eV): 0.2589
Energy (eV): -34884.1584
Orbital gap (Eh): 0.36019

Löwdin analysis output, partial charges in e: -1.37, -0.46, 0.63, 0.67, 0.52, 0.21, -0.20


3.
Below is a 2-piece molecular cluster, C5H10NO2 overall, with properties calculated with ωB97M-V/def2-TZVPD.

CARTESIAN COORDINATES (ANGSTROEM)
N 1.43 3.02 -0.98
C 0.95 1.76 -0.52
O 1.32 1.38 0.61
O 0.19 1.14 -1.31
H 2.37 3.21 -0.68
H 1.26 3.16 -1.97
C -1.40 0.03 1.34
C -0.34 -1.03 1.03
C -0.69 -1.84 -0.19
C 0.17 -2.34 -1.07
H -2.34 -0.47 1.58
H -1.06 0.61 2.20
H -1.52 0.72 0.50
H -0.27 -1.67 1.92
H 0.63 -0.58 0.84
H -1.75 -2.07 -0.35
H -0.18 -2.83 -1.97
H 1.24 -2.20 -0.98

Output
Energy relative to the best compared isomer or geometry (same formula, charge and spin) (kJ/mol): 67.4
HOMO level (hartree): -0.1465
LUMO energy (eV): 4.2335
Charge: -1
Energy (eV): -10933.5659
Orbital gap (Eh): 0.30205

Löwdin analysis output, partial charges in e: 0.07, -0.84, -0.11, -0.09, 0.05, 0.05, -0.13, -0.28, -0.21, -0.03, 0.06, 0.06, 0.06, 0.10, 0.07, 0.09, 0.03, 0.05


4.
Below is a 2-piece molecular cluster, C9H22OSi2 overall in a non-equilibrium geometry, with properties calculated with ωB97M-V/def2-TZVPD.

CARTESIAN COORDINATES (ANGSTROEM)
C 0.48 -2.00 0.00
C 1.13 -3.21 0.61
C 1.32 -2.99 2.20
C 2.73 1.19 -1.44
C -3.45 0.86 0.29
C -1.70 3.44 -0.16
C -1.98 0.90 -2.38
C 1.37 1.43 1.59
C 1.44 -4.44 0.15
O 1.34 1.17 -1.33
Si -1.81 1.45 -0.52
Si 0.47 0.79 -0.02
H -0.54 -1.96 0.45
H 0.57 -2.12 -1.02
H 2.00 -2.23 2.52
H 0.24 -2.72 2.60
H 1.52 -4.02 2.66
H 3.09 0.20 -1.19
H 3.13 1.81 -0.69
H 2.79 1.41 -2.61
H -3.51 -0.18 0.15
H -3.43 1.14 1.43
H -4.07 1.46 -0.38
H -1.74 4.10 -1.02
H -2.62 3.65 0.45
H -0.79 3.89 0.30
H -3.00 0.81 -2.62
H -1.59 1.78 -3.07
H -1.25 0.03 -2.68
H 0.87 2.05 2.30
H 1.70 0.45 2.03
H 2.27 1.90 1.35
H 1.42 -4.78 -0.81
H 1.63 -5.25 0.86

Output
Energy relative to the best compared isomer or geometry (same formula, charge and spin) (kJ/mol): 49.2
HOMO level (hartree): -0.2635
LUMO energy (eV): 0.6528
Energy (eV): -27488.7923
Orbital gap (Eh): 0.28751

Löwdin analysis output, partial charges in e: -0.12, -0.42, -0.09, -0.15, -0.22, -0.22, -0.24, -0.19, 0.01, -0.37, 0.54, 0.67, 0.04, -0.02, 0.03, 0.10, 0.07, 0.07, 0.06, 0.14, -0.01, 0.07, 0.03, 0.00, 0.02, 0.02, -0.02, 0.06, 0.06, 0.01, 0.03, -0.02, 0.01, 0.05